[1]
A molecular structure, C25H43Cl2F5N3O4SiZn at a distorted geometry, computed with wB97M-V/def2-TZVPD.

Computed properties:
- F_max (eV/Å) = 6.1
- energy (eV) = -134214.93404
- E_HOMO (eV) = -1.6
- multiplicity = 1
- total charge = -1

Cartesian coordinates (Å):
Zn (0.00, -0.22, 2.21)
Cl (1.77, 0.77, 1.04)
Cl (1.42, -2.06, 2.30)
Si (-0.63, 0.04, -2.21)
F (1.66, 1.15, 5.54)
F (2.84, 3.17, 2.86)
F (3.44, 3.21, 4.96)
F (0.67, 2.85, 4.58)
F (3.80, 1.39, 3.79)
O (-1.78, -1.64, 2.07)
O (0.84, -0.68, -2.60)
O (-1.10, 1.53, 1.96)
O (-1.13, -0.03, 4.26)
N (-1.19, 3.62, 1.06)
N (-1.26, -3.89, 2.13)
N (-1.87, 0.41, 6.40)
C (-0.52, 2.58, 1.55)
C (2.49, -2.24, -5.21)
C (-0.56, -3.97, 0.85)
C (3.05, -2.51, -2.79)
C (-1.61, 0.29, 7.82)
C (-0.49, 4.68, 0.33)
C (-1.85, -2.77, 2.58)
C (-0.17, 0.62, -6.71)
C (-0.95, -4.92, 3.10)
C (1.83, -0.43, -3.60)
C (-0.49, 1.89, -2.25)
C (0.25, -0.12, -5.60)
C (1.58, 2.24, -6.30)
C (1.59, 1.89, 4.41)
C (-0.91, -0.64, -0.53)
C (-1.01, -0.10, 5.50)
C (1.96, 1.54, -5.16)
C (3.06, -3.56, -5.62)
C (1.30, 0.36, -4.80)
C (0.51, 1.79, -7.08)
C (-2.64, 3.54, 0.95)
C (-3.13, 1.06, 6.05)
C (-2.03, -0.62, -3.25)
C (2.47, -1.78, -3.95)
C (2.94, 2.41, 3.98)
H (-1.96, -0.67, -0.21)
H (-2.10, -0.24, -4.27)
H (2.94, -3.59, -2.91)
H (-0.64, -0.22, 7.96)
H (-2.95, -0.34, -2.72)
H (0.49, 4.87, 0.78)
H (-0.36, 0.04, 0.13)
H (2.79, 1.89, -4.53)
H (-0.23, -1.07, -5.35)
H (0.57, 2.69, 1.59)
H (0.41, -3.45, 0.92)
H (-3.05, 3.04, 1.84)
H (-0.36, -5.03, 0.65)
H (2.77, -3.77, -6.65)
H (-1.43, 2.33, -1.87)
H (-3.12, 2.09, 6.42)
H (4.12, -2.29, -2.72)
H (-1.98, -1.71, -3.28)
H (2.13, -1.62, -6.04)
H (2.57, -2.19, -1.86)
H (0.33, 2.26, -1.63)
H (-1.10, 5.59, 0.39)
H (4.16, -3.59, -5.58)
H (-0.15, -0.61, 5.98)
H (-0.35, 2.26, -3.27)
H (-0.33, 4.43, -0.73)
H (-0.93, -5.88, 2.58)
H (-0.47, -1.63, -0.40)
H (2.10, 3.15, -6.59)
H (2.61, 0.17, -3.11)
H (-1.59, 1.28, 8.29)
H (-3.02, 4.55, 0.87)
H (0.04, -4.75, 3.56)
H (-1.17, -3.52, 0.05)
H (-2.40, -0.30, 8.29)
H (2.68, -4.38, -4.98)
H (-3.32, 1.06, 4.97)
H (-2.42, -2.95, 3.52)
H (-3.95, 0.55, 6.57)
H (-2.94, 2.96, 0.07)
H (-1.03, 0.29, -7.29)
H (-1.73, -4.92, 3.87)
H (0.18, 2.37, -7.94)

***

[2]
A molecular structure, C25H44B3NO13 at a distorted geometry, computed with wB97M-V/def2-TZVPD.

Computed properties:
- F_max (eV/Å) = 1.8
- energy above the lowest of the compared OMol25 structures with the same formula, charge and spin (kcal/mol) = 0.0
- energy (eV) = -56784.68852
- E_HOMO (eV) = -9.9
- multiplicity = 1

Cartesian coordinates (Å):
O (-2.88, 0.04, -4.95)
O (4.75, -2.75, 4.64)
O (-3.40, 2.48, 7.73)
O (-3.28, -1.40, -6.61)
O (3.50, 2.25, -0.80)
O (-4.51, 4.20, 8.62)
O (0.64, -0.21, -3.69)
O (-3.26, 0.82, 2.51)
O (2.76, 0.17, -4.26)
O (-4.32, -1.29, 2.27)
O (5.28, 1.14, -0.08)
O (5.11, -0.91, 3.43)
O (-3.57, -0.12, 0.39)
N (-1.45, 1.00, 0.88)
C (4.93, 1.44, -2.48)
C (1.71, -1.97, -4.83)
C (4.65, 1.57, -1.00)
C (-0.54, -0.06, 0.39)
C (7.06, -1.52, 2.26)
C (-3.46, -2.65, 0.23)
C (-3.64, 0.99, -4.16)
C (1.76, -0.93, 0.38)
C (2.88, 2.55, -2.08)
C (-5.39, 3.08, 6.63)
C (1.81, -0.56, -4.26)
C (5.35, -2.19, 3.77)
C (-3.51, 1.64, 6.56)
C (6.43, -2.77, 2.87)
C (1.93, -1.58, 1.73)
C (-4.84, 1.36, -5.03)
C (0.20, -2.19, -4.89)
C (4.02, 2.49, -3.09)
C (-4.43, 3.35, 7.78)
C (-3.68, -0.53, -5.89)
C (-0.29, -1.31, -3.75)
C (5.90, -0.54, 2.27)
C (-4.98, 1.67, 6.19)
C (-5.07, 0.07, -5.82)
C (0.91, 0.32, 0.46)
B (-2.73, 0.59, 1.24)
B (-3.69, -0.35, 3.04)
B (-3.81, -1.34, 0.99)
H (7.12, -3.37, 3.45)
H (-3.94, 0.50, -3.24)
H (4.66, 0.43, -2.80)
H (2.41, 3.53, -2.01)
H (-5.69, 1.70, -4.45)
H (-0.11, -3.23, -4.79)
H (-1.29, -0.92, -3.93)
H (5.94, -3.39, 2.11)
H (-0.27, -1.83, -2.79)
H (3.69, 2.27, -4.10)
H (-0.19, -1.81, -5.84)
H (5.99, 1.61, -2.68)
H (4.54, 3.45, -3.11)
H (1.26, -1.62, -0.28)
H (2.19, -2.02, -5.80)
H (-5.72, -0.62, -5.29)
H (-0.83, -0.38, -0.60)
H (-2.87, 2.05, 5.77)
H (-4.56, 2.17, -5.71)
H (-3.99, -2.64, -0.71)
H (-5.53, 0.93, 6.77)
H (1.08, -1.38, 2.36)
H (-6.42, 3.13, 6.97)
H (-1.02, 1.48, 1.66)
H (2.06, -2.65, 1.65)
H (2.12, 1.80, -2.28)
H (-3.45, -0.53, 4.20)
H (-3.66, -3.55, 0.77)
H (-5.45, 0.25, -6.82)
H (5.27, -0.62, 1.39)
H (-0.66, -0.94, 1.02)
H (-3.16, 0.64, 6.81)
H (2.72, -0.70, -0.06)
H (-3.01, 1.83, -3.92)
H (6.21, 0.50, 2.37)
H (7.49, -1.66, 1.27)
H (1.08, 0.83, 1.40)
H (-5.22, 3.82, 5.85)
H (1.14, 1.01, -0.33)
H (-5.16, 1.47, 5.13)
H (-2.41, -2.59, -0.02)
H (2.78, -1.16, 2.24)
H (7.86, -1.16, 2.92)
H (2.20, -2.65, -4.14)

***

[3]
A molecular structure, C25H44BCoN6O3PS3Te at a distorted geometry, computed with wB97M-V/def2-TZVPD.

Computed properties:
- <S²> = 0.799
- F_max (eV/Å) = 1.7
- energy above the lowest of the compared OMol25 structures with the same formula, charge and spin (kcal/mol) = 19.6
- energy (eV) = -129121.31504
- E_HOMO (spin up / spin down) (eV) = -7.1 / -7.2
- multiplicity = 2

Cartesian coordinates (Å):
Te (-0.87, 2.91, 1.68)
Co (-0.18, 0.75, 0.40)
S (-2.10, 1.02, -1.25)
S (-0.55, -1.56, 0.76)
S (1.63, 0.79, -1.21)
P (0.43, 1.39, 2.95)
O (-0.57, 0.68, 3.98)
O (1.18, 0.41, 2.10)
O (1.49, 2.11, 3.94)
N (-1.01, 2.01, -3.55)
N (-0.54, -0.10, -3.14)
N (-3.02, -2.37, -0.06)
N (2.90, -1.60, -0.90)
N (-1.63, -1.92, -1.71)
N (0.92, -1.74, -1.87)
C (4.15, -1.08, -0.33)
C (-0.18, 1.56, -4.54)
C (-2.69, -3.69, 1.95)
C (-3.13, 3.21, -3.53)
C (-0.16, -0.54, 4.60)
C (-1.14, 4.20, -4.64)
C (-1.77, -1.95, -0.37)
C (-3.50, -1.29, 2.10)
C (3.26, 3.75, 4.07)
C (-1.20, 0.98, -2.68)
C (-0.02, -0.34, 6.10)
C (-3.69, -2.57, -1.24)
C (5.09, -2.24, -0.01)
C (1.43, -3.01, -1.74)
C (-1.61, 3.35, -3.46)
C (-1.17, 4.01, -2.16)
C (-4.99, -3.08, 1.23)
C (3.86, -0.31, 0.96)
C (0.10, 0.27, -4.29)
C (2.62, 2.64, 3.25)
C (-2.83, -2.29, -2.24)
C (4.81, -0.17, -1.37)
C (2.64, -2.93, -1.16)
C (1.81, -0.90, -1.32)
C (-3.54, -2.60, 1.29)
B (-0.43, -1.54, -2.60)
H (4.14, 4.11, 3.55)
H (0.88, -3.86, -2.08)
H (-0.11, 3.84, -1.97)
H (2.55, 4.56, 4.19)
H (-2.98, -2.32, -3.30)
H (-1.65, -3.38, 1.99)
H (-5.07, -4.02, 0.69)
H (-3.59, 4.19, -3.45)
H (-1.73, 3.62, -1.31)
H (5.72, 0.25, -0.96)
H (5.37, -2.80, -0.90)
H (-1.61, 5.18, -4.57)
H (6.00, -1.83, 0.42)
H (-0.98, -0.06, 6.53)
H (4.81, -0.05, 1.43)
H (-3.04, -3.88, 2.96)
H (3.27, -0.91, 1.64)
H (0.73, -0.42, -4.82)
H (3.33, 1.82, 3.07)
H (2.30, 3.03, 2.28)
H (-3.48, 2.58, -2.71)
H (0.78, -0.87, 4.15)
H (4.14, 0.65, -1.63)
H (-4.71, -2.88, -1.28)
H (-4.10, -0.53, 1.61)
H (5.05, -0.73, -2.27)
H (-0.93, -1.28, 4.38)
H (0.69, 0.45, 6.30)
H (-5.64, -2.34, 0.76)
H (0.16, 2.18, -5.35)
H (-3.90, -1.47, 3.09)
H (3.31, -3.72, -0.90)
H (3.55, 3.37, 5.05)
H (0.32, -1.26, 6.56)
H (-3.43, 2.75, -4.47)
H (4.65, -2.92, 0.72)
H (-2.49, -0.92, 2.19)
H (-2.75, -4.61, 1.37)
H (-0.43, -2.28, -3.54)
H (-5.35, -3.25, 2.24)
H (-0.06, 4.35, -4.62)
H (-1.42, 3.76, -5.59)
H (3.31, 0.60, 0.75)
H (-1.35, 5.08, -2.21)

***

[4]
9 unconnected molecules or ions with the total composition C25H44BrClN10O20 at a distorted geometry, computed with wB97M-V/def2-TZVPD.

Computed properties:
- F_max (eV/Å) = 5.2
- energy (eV) = -165026.45453
- E_HOMO (eV) = -8.6
- multiplicity = 1

Cartesian coordinates (Å):
Br (-3.23, 3.16, 4.40)
Cl (0.49, 2.39, -3.38)
O (10.68, -0.02, -5.81)
O (-4.71, -2.81, 3.86)
O (5.85, -0.83, -5.06)
O (4.48, -0.03, -1.81)
O (1.15, 5.11, 7.16)
O (-7.02, -1.52, 2.10)
O (3.06, 0.28, 4.66)
O (-1.51, 1.44, 3.05)
O (2.33, 0.09, -1.57)
O (-0.56, -0.74, -4.41)
O (4.34, 1.84, 3.85)
O (-3.84, -2.25, -1.31)
O (4.48, 0.35, -6.28)
O (-0.47, 4.02, -0.59)
O (1.85, 3.71, 5.65)
O (-3.95, -7.29, -2.86)
O (9.25, 1.16, -4.67)
O (-2.67, -5.72, -3.65)
O (-2.55, -2.93, 3.65)
O (-7.48, -3.31, 0.96)
N (10.27, 0.49, -4.78)
N (3.34, -0.18, -2.20)
N (-5.13, 1.69, -0.79)
N (1.06, 4.09, 6.50)
N (5.59, 0.04, -5.88)
N (-7.61, -2.57, 1.92)
N (-3.69, -3.09, 3.25)
N (-3.03, -6.49, -2.78)
N (-2.07, -1.77, -2.88)
N (3.98, 1.09, 4.74)
C (-3.93, 0.26, 0.94)
C (-2.43, -0.07, -1.27)
C (-0.13, 3.23, 6.75)
C (-1.37, 0.48, -2.27)
C (-1.01, 2.74, -0.88)
C (-2.50, 3.09, 1.39)
C (4.72, 1.16, 6.02)
C (-5.31, 1.05, 0.57)
C (-0.69, 1.85, -2.11)
C (1.24, 2.37, 1.56)
C (11.09, 0.28, -3.56)
C (-8.56, -3.00, 2.98)
C (-2.67, -2.67, -3.90)
C (6.74, 0.81, -6.44)
C (-2.80, 0.82, -0.05)
C (0.98, 4.05, -0.54)
C (1.69, 2.76, 0.06)
C (-2.28, -6.45, -1.50)
C (-2.24, 2.41, 2.81)
C (-2.08, 2.20, 0.14)
C (3.16, -0.77, -3.55)
C (-2.93, -1.50, -1.73)
C (-1.23, -0.66, -3.36)
C (-3.85, -3.68, 1.89)
C (1.41, 0.79, 1.75)
H (7.66, 0.43, -6.00)
H (-6.02, 1.64, -1.32)
H (6.74, 0.65, -7.52)
H (-4.91, -3.76, 1.67)
H (-8.22, -3.96, 3.36)
H (2.09, -0.85, -3.76)
H (0.20, 2.77, 1.78)
H (-3.64, 3.25, 1.31)
H (-4.88, 2.68, -0.70)
H (1.61, 1.82, -0.58)
H (-4.17, -0.85, 0.73)
H (12.08, 0.70, -3.74)
H (6.59, 1.86, -6.19)
H (-2.37, -5.44, -1.09)
H (3.64, -0.10, -4.26)
H (10.60, 0.79, -2.72)
H (-3.35, -3.02, 1.19)
H (-2.71, -7.18, -0.82)
H (1.33, 0.18, 0.79)
H (-1.02, 3.83, 6.54)
H (-0.10, 2.93, 7.80)
H (-1.24, -6.69, -1.72)
H (-3.82, -2.64, -3.85)
H (-5.55, 1.87, 1.33)
H (1.37, 4.36, -1.58)
H (0.70, 0.32, 2.51)
H (-2.41, -2.39, -4.99)
H (-0.09, 2.36, 6.10)
H (2.49, 0.63, 2.14)
H (-9.55, -3.09, 2.51)
H (2.82, 3.00, 0.12)
H (-8.57, -2.26, 3.77)
H (11.14, -0.79, -3.37)
H (-2.39, -3.79, -3.76)
H (-3.66, 0.32, 2.05)
H (3.63, -1.75, -3.56)
H (5.77, 0.92, 5.81)
H (1.99, 2.87, 2.27)
H (4.30, 0.43, 6.71)
H (-3.38, -4.67, 1.91)
H (1.26, 4.93, 0.16)
H (4.62, 2.17, 6.41)
H (-2.06, 4.16, 1.33)
H (-6.21, 0.36, 0.50)

***

[5]
A molecular structure, C25H44Cl3N4O3SiSn at a distorted geometry, computed with wB97M-V/def2-TZVPD.

Computed properties:
- F_max (eV/Å) = 6.1
- energy above the lowest of the compared OMol25 structures with the same formula, charge and spin (kcal/mol) = 27.8
- energy (eV) = -90016.81498
- E_HOMO (spin up / spin down) (eV) = 0.1 / 0.1
- multiplicity = 1
- total charge = -1

Cartesian coordinates (Å):
Sn (-0.58, 1.71, 0.59)
Cl (-2.59, 1.20, -0.68)
Cl (0.23, 0.02, -0.63)
Cl (0.70, 3.45, -0.51)
Si (1.34, 0.73, -3.98)
O (1.52, 1.20, 1.53)
O (1.62, -0.77, -3.48)
O (-0.83, -0.10, 1.92)
N (-1.61, -2.07, 2.63)
N (-2.75, 3.57, 1.53)
N (-1.62, 2.90, 1.89)
N (3.34, 0.01, 0.83)
C (0.25, -4.02, 0.16)
C (3.82, -4.09, -4.48)
C (2.64, 1.92, -3.31)
C (-0.13, 1.99, -3.89)
C (4.12, -1.21, 0.81)
C (-0.94, -3.71, -0.50)
C (1.30, 0.16, -5.71)
C (-1.30, 3.24, 3.16)
C (-0.15, 2.69, 3.91)
C (1.66, -2.59, -5.77)
C (0.38, -2.53, -2.18)
C (1.45, -2.54, -1.26)
C (-2.70, -3.04, 2.81)
C (0.74, -2.01, -3.55)
C (1.78, -2.81, -4.31)
C (-0.38, -2.29, 3.41)
C (1.45, -3.39, -0.17)
C (3.72, 0.98, -0.18)
C (2.94, -3.23, -3.72)
C (2.32, 0.23, 1.67)
C (-3.17, 4.33, 2.54)
C (-1.71, -0.99, 1.86)
C (-4.36, 5.20, 2.47)
C (-0.87, -2.98, -1.70)
C (-2.25, 4.15, 3.57)
H (3.31, -4.67, -5.24)
H (3.19, 2.27, -4.19)
H (0.53, -0.61, -5.80)
H (-5.01, 4.91, 3.31)
H (1.91, -3.49, -6.31)
H (3.57, 0.46, -1.13)
H (2.31, -0.23, -5.82)
H (3.35, 1.50, -2.60)
H (3.60, -2.03, 1.33)
H (-0.43, 1.84, 4.55)
H (-0.17, -1.84, -4.11)
H (0.24, -4.71, 1.00)
H (-1.91, -4.08, -0.12)
H (2.30, -1.89, -1.47)
H (2.17, 2.80, -2.84)
H (-0.03, -1.34, 3.84)
H (0.42, -2.70, 2.77)
H (2.39, -3.55, 0.38)
H (-2.22, 4.65, 4.52)
H (4.27, -1.49, -0.24)
H (2.40, -1.86, -6.16)
H (-2.89, -3.21, 3.88)
H (-1.12, 1.66, -3.56)
H (-0.55, -3.01, 4.22)
H (3.12, 1.90, -0.14)
H (4.59, -3.44, -4.93)
H (5.12, -1.07, 1.25)
H (-3.60, -2.63, 2.33)
H (4.79, 1.19, -0.08)
H (0.64, -2.32, -6.11)
H (-4.10, 6.25, 2.62)
H (-2.56, -0.86, 1.16)
H (-2.45, -4.01, 2.34)
H (4.30, -4.80, -3.81)
H (3.23, -2.96, -2.69)
H (1.09, 0.93, -6.44)
H (-1.78, -2.73, -2.25)
H (-3.16, 3.44, 0.60)
H (0.19, 3.50, 4.58)
H (2.24, -0.47, 2.53)
H (-0.22, 2.33, -4.92)
H (0.71, 2.39, 3.28)
H (-4.89, 5.12, 1.51)
H (0.12, 2.88, -3.31)